Formula: C21H49NO12
Source: the Open Molecules 2025 dataset
Level of theory: ωB97M-V/def2-TZVPD

Element x y z (Å)
H1 -1.91440 -1.58842 -1.97546
N1 -2.37521 -1.89140 -2.86438
C1 -2.92345 -0.82859 -3.44643
C2 -2.77446 0.58260 -2.69996
O1 -2.56740 1.72176 -3.57620
C3 -1.37414 1.60831 -4.33292
O2 -1.35535 1.00353 -5.43972
O3 -0.11677 2.20326 -3.94235
C4 0.59121 1.27646 -3.08659
O4 1.78281 0.70881 -3.72716
C5 1.83128 -0.65306 -3.17387
H2 -3.50086 -0.93465 -4.43522
H3 -1.94568 0.52564 -1.89354
H4 -3.75275 0.72307 -2.09802
H5 -0.09785 0.36754 -2.89112
H6 0.85888 1.70044 -2.06007
H7 2.83139 -1.16635 -3.36482
H8 1.68316 -0.62395 -2.02441
H9 1.01879 -1.33335 -3.63824
C6 -4.46475 2.92353 -0.18914
O5 -3.96758 1.66727 0.25482
C7 -3.18514 1.78567 1.44276
C8 -3.97042 1.33505 2.66872
O6 -5.03734 2.23606 2.95849
C9 -6.29974 1.72413 2.55371
H10 -5.18707 2.74122 -0.98707
H11 -4.96575 3.46679 0.61606
H12 -3.64549 3.52716 -0.59093
H13 -2.81711 2.80973 1.56877
H14 -2.31845 1.12919 1.31920
H15 -3.30282 1.34359 3.53609
H16 -4.34343 0.31331 2.54116
H17 -6.59819 0.90434 3.21433
H18 -6.28171 1.37725 1.51800
H19 -7.03556 2.52595 2.63866
C10 4.44731 -3.95363 2.04522
O7 4.70105 -4.52032 0.76684
C11 3.61260 -4.32842 -0.13514
C12 3.91187 -3.21522 -1.13230
O8 3.95553 -1.94223 -0.48757
C13 5.28650 -1.48081 -0.30014
H20 5.37461 -3.98211 2.62009
H21 4.11746 -2.91441 1.96807
H22 3.69194 -4.54508 2.57111
H23 2.68353 -4.12680 0.40916
H24 3.48485 -5.26667 -0.68311
H25 3.09995 -3.17271 -1.86565
H26 4.84365 -3.41340 -1.67307
H27 5.71833 -1.18881 -1.26253
H28 5.91426 -2.23976 0.17248
H29 5.25468 -0.60355 0.34830
C14 -8.54549 6.12326 5.62249
O9 -9.05101 5.72330 4.35617
C15 -9.07914 6.79982 3.42029
C16 -7.92908 6.69695 2.42563
O10 -6.67306 6.92640 3.06162
C17 -5.95546 5.72116 3.28731
H30 -8.38961 5.22678 6.22516
H31 -7.59217 6.64966 5.52888
H32 -9.27461 6.76256 6.12928
H33 -9.06542 7.76686 3.93483
H34 -10.02433 6.72195 2.87486
H35 -8.04882 7.47788 1.66795
H36 -7.93906 5.72793 1.91501
H37 -5.58462 5.32554 2.33649
H38 -6.57292 4.97018 3.78515
H39 -5.10119 5.94759 3.92758
C18 10.13697 -4.20528 -0.66681
O11 9.05736 -5.05692 -0.30994
C19 7.85079 -4.71600 -0.99202
C20 7.57037 -5.68414 -2.13499
O12 8.52435 -5.53511 -3.18578
C21 9.49643 -6.57080 -3.18199
H40 11.05392 -4.62508 -0.24932
H41 10.25094 -4.13032 -1.75135
H42 9.98252 -3.20962 -0.23988
H43 7.88418 -3.68212 -1.35423
H44 7.04033 -4.79060 -0.26096
H45 6.58941 -5.44982 -2.56124
H46 7.54251 -6.71774 -1.77415
H47 9.04099 -7.51020 -3.51068
H48 9.94319 -6.70176 -2.19380
H49 10.28496 -6.30028 -3.88646

SMILES: [H]/N=C\COC(=O)OCOC.COCCOC.COCCOC.COCCOC.COCCOC
energy: -1786.8532 Ha
HOMO energy: -9.213 eV

=====

Formula: C21H50ClN6O9
Source: the Open Molecules 2025 dataset
Level of theory: ωB97M-V/def2-TZVPD

Element x y z (Å)
Cl1 -0.05090 1.08920 -1.59308
O1 1.22546 0.39233 -1.63244
O2 -0.69670 0.94464 -2.89591
O3 -0.85819 0.55077 -0.51557
O4 0.14124 2.49318 -1.29421
C1 -0.35303 -0.91050 5.53917
C2 0.36708 -0.91254 4.19467
N1 0.00027 -2.02708 3.34580
C3 0.86819 -3.22790 3.39943
C4 0.04121 -4.48893 3.40232
C5 -0.42935 -1.63224 1.99642
C6 -1.90838 -1.37426 1.92122
H1 -1.43836 -0.76802 5.45967
H2 0.02655 -0.13273 6.21479
H3 -0.22656 -1.88515 6.02895
H4 0.26027 0.04671 3.66708
H5 1.46443 -0.86288 4.41557
H6 1.58015 -3.24646 2.57438
H7 1.39808 -3.15172 4.36050
H8 0.66056 -5.40427 3.30334
H9 -0.58959 -4.62870 4.27186
H10 -0.55909 -4.50668 2.48186
H11 -0.21154 -2.35057 1.19697
H12 0.06197 -0.69950 1.68381
H13 -2.21932 -0.53069 2.54258
H14 -2.48678 -2.26288 2.20687
H15 -2.21803 -1.17407 0.88445
C7 -1.79553 -3.25950 -0.97025
O5 -0.75820 -3.87680 -1.26606
N2 -2.86189 -3.00218 -1.82163
C8 -4.00691 -2.22081 -1.40622
C9 -2.77546 -3.32707 -3.22694
H16 -2.01874 -2.91612 0.06266
H17 -3.99519 -2.09302 -0.31295
H18 -4.97345 -2.63520 -1.68103
H19 -3.91983 -1.17655 -1.75005
H20 -3.54934 -4.05634 -3.50048
H21 -2.92822 -2.41664 -3.81712
H22 -1.80996 -3.75634 -3.45121
C10 3.83199 3.22789 -6.14292
O6 4.58285 2.50232 -6.71893
N3 2.77525 2.86368 -5.45754
C11 2.10794 3.82911 -4.74733
C12 2.63554 1.52950 -5.04965
H23 3.96535 4.31462 -6.14133
H24 1.08778 3.46879 -4.55155
H25 2.03143 4.76083 -5.28646
H26 2.52123 3.94289 -3.73406
H27 3.19355 1.26434 -4.13910
H28 1.60696 1.25882 -4.78474
H29 2.94091 0.88019 -5.86027
C13 2.16426 1.54516 1.73352
O7 3.13767 0.86797 1.81471
N4 1.63081 2.30403 2.75204
C14 2.12601 2.24024 4.06688
C15 0.43284 3.08109 2.52337
H30 1.54655 1.55680 0.83512
H31 1.27522 2.23849 4.74864
H32 2.77533 3.09524 4.27573
H33 2.70003 1.33375 4.22102
H34 -0.45896 2.47077 2.62093
H35 0.44723 3.95452 3.17712
H36 0.48891 3.51790 1.52295
C16 -4.26039 3.81828 -2.47561
O8 -4.84031 4.52479 -3.23845
N5 -4.03890 4.05428 -1.15353
C17 -3.22858 3.15403 -0.35186
C18 -4.48681 5.22856 -0.55620
H37 -3.83921 2.85961 -2.78048
H38 -2.47016 3.72441 0.19762
H39 -2.72887 2.40372 -0.95100
H40 -3.81473 2.63290 0.42432
H41 -3.67366 5.81930 -0.15605
H42 -5.10493 5.77493 -1.26653
H43 -5.24513 4.99501 0.22300
C19 2.21043 -2.98177 -1.52729
O9 2.27793 -3.80175 -2.45076
N6 3.01105 -2.99899 -0.42583
C20 3.04530 -1.88368 0.54500
C21 3.94780 -4.01863 -0.23805
H44 1.48177 -2.16713 -1.52407
H45 2.53264 -2.20945 1.46648
H46 2.48644 -1.06025 0.13710
H47 4.07105 -1.69062 0.84675
H48 4.97513 -3.64332 -0.39493
H49 3.91804 -4.31608 0.82494
H50 3.77052 -4.86962 -0.87193

total charge: -1
energy relative to the best compared isomer or geometry (same formula, charge and spin): 38.2 kJ/mol
energy: -2295.8389 Ha
HOMO energy: -6.114 eV

=====

Formula: C21H50F2N7O10S2V
Source: the Open Molecules 2025 dataset
Level of theory: ωB97M-V/def2-TZVPD

Element x y z (Å)
O1 -2.74661 4.06579 0.54828
V1 -3.05508 2.77230 1.39340
N1 -1.61323 1.63126 0.47093
S1 -0.00197 2.07682 -0.05772
O2 0.27006 1.96169 -1.42869
O3 0.98687 1.74946 0.90281
F1 -0.16516 3.61187 0.24458
S2 -1.34530 0.08842 0.19689
O4 -0.45357 -0.67604 0.98265
O5 -1.47485 -0.25162 -1.17063
F2 -2.80949 -0.31754 0.80022
C1 2.53828 -1.48508 1.78642
C2 3.60142 -2.46044 1.27431
N2 4.81472 -1.76412 0.80615
C3 5.43617 -0.90199 1.79620
C4 6.87743 -0.51954 1.40923
C5 4.68602 -1.11192 -0.49361
C6 4.96476 -2.14400 -1.59112
H1 2.44116 -0.63281 1.11562
H2 2.80709 -1.07837 2.76334
H3 1.60931 -2.04480 1.89622
H4 3.98263 -3.08298 2.08642
H5 3.28199 -3.05916 0.42394
H6 5.48544 -1.43719 2.74484
H7 4.93020 0.07236 1.89393
H8 7.49315 -0.45265 2.31543
H9 6.91492 0.52796 1.09266
H10 7.46791 -1.12705 0.72788
H11 3.65192 -0.79465 -0.70066
H12 5.32971 -0.24143 -0.58604
H13 5.76392 -2.83745 -1.32844
H14 4.10157 -2.80402 -1.71704
H15 5.17418 -1.71045 -2.57039
C7 -3.24137 -5.45612 0.42748
O6 -2.81004 -5.84108 -0.63410
N3 -4.03139 -4.35554 0.55506
C8 -4.44079 -3.61316 -0.60719
C9 -4.24001 -3.69024 1.83554
H16 -3.14951 -6.01607 1.37279
H17 -5.39109 -3.10155 -0.45431
H18 -4.40769 -4.18864 -1.52717
H19 -3.65591 -2.84845 -0.72410
H20 -4.02526 -2.62486 1.87937
H21 -5.31975 -3.85450 1.96337
H22 -3.77831 -4.28110 2.62360
C10 3.02532 4.10831 -1.31390
O7 2.36996 4.90766 -1.95454
N4 4.22754 4.38904 -0.75812
C11 5.04415 3.35610 -0.15871
C12 4.81623 5.69738 -0.87966
H23 2.75804 3.04004 -1.27931
H24 5.98342 3.26565 -0.71325
H25 4.57015 2.38516 -0.30514
H26 5.23946 3.57617 0.89017
H27 4.19215 6.39595 -1.42806
H28 5.20950 6.06493 0.06734
H29 5.68068 5.64435 -1.56136
C13 -0.57763 3.62402 3.51226
O8 -1.54978 3.30761 2.79412
N5 -0.03944 2.84041 4.41597
C14 0.84985 3.32331 5.46093
C15 -0.47340 1.46265 4.54720
H30 -0.19034 4.64440 3.48294
H31 1.57304 2.55435 5.71764
H32 0.24293 3.62702 6.31439
H33 1.45365 4.19118 5.19399
H34 -1.20746 1.35027 5.35431
H35 -1.07768 1.15326 3.69698
H36 0.35211 0.77167 4.67997
C16 -0.94309 -3.48832 -5.34667
O9 -1.19334 -4.22988 -6.27262
N6 -1.89560 -2.85176 -4.63570
C17 -1.61864 -2.22484 -3.34190
C18 -3.27317 -2.88045 -5.02862
H37 0.08650 -3.21006 -5.07087
H38 -1.68963 -1.14561 -3.50510
H39 -0.59046 -2.36865 -3.01656
H40 -2.33993 -2.59285 -2.61718
H41 -3.89132 -2.17379 -4.48739
H42 -3.33618 -2.78547 -6.11612
H43 -3.69617 -3.89020 -4.92599
C19 -5.52457 1.11557 0.06102
O10 -4.59520 1.85570 0.47469
N7 -5.94237 1.08729 -1.16372
C20 -5.35026 1.98297 -2.14958
C21 -6.79423 -0.01025 -1.67069
H44 -5.85602 0.24062 0.62876
H45 -4.99218 2.88864 -1.65374
H46 -6.02311 2.39943 -2.89158
H47 -4.43514 1.50496 -2.50268
H48 -7.36673 -0.39656 -0.82979
H49 -7.51660 0.48652 -2.31215
H50 -6.14946 -0.74527 -2.14035

total charge: +1
energy relative to the best compared isomer or geometry (same formula, charge and spin): 529.1 kJ/mol
energy: -3905.6322 Ha
spin multiplicity: 2
HOMO energy (spin up / spin down): -9.521 / -9.521 eV